Computed, not measured: a structure of composition C37H55GdGeN6PSe at a distorted geometry, with wB97M-V/def2-TZVPD.

Geometry as ORCA input:
```
! RIJCOSX wB97M-V def2-TZVPD def2/J DEFGRID3
* xyz 3 8
Gd -1.524 1.573 -0.575
N -2.615 -0.021 0.825
C -2.476 -0.202 2.058
N -2.668 -0.282 3.265
C -1.986 -0.571 4.375
N -1.549 -0.819 5.455
N 1.930 3.551 -4.067
C 0.661 3.083 -4.718
C -0.324 2.847 -3.536
N 0.143 1.787 -2.604
C 1.547 1.942 -2.165
C 2.580 2.418 -3.235
H 1.720 4.340 -3.311
H 2.593 3.776 -4.842
H 0.936 2.224 -5.365
H 0.287 3.900 -5.370
H -1.324 2.550 -3.912
H -0.446 3.817 -2.994
H 0.042 0.873 -3.008
H 1.861 0.982 -1.710
H 1.615 2.708 -1.346
H 2.843 1.610 -3.932
H 3.455 2.879 -2.766
Se 0.980 5.701 -1.629
C -0.034 4.541 -0.866
N -0.654 3.715 -0.297
Ge -4.201 -0.375 -0.269
C -5.862 -0.426 0.708
C -6.073 -1.512 1.557
C -7.314 -1.558 2.186
C -8.358 -0.650 1.962
C -8.194 0.351 0.990
C -6.967 0.394 0.354
C -4.004 1.399 -1.032
C -4.084 1.637 -2.415
C -3.913 2.929 -2.951
C -3.717 4.035 -2.051
C -3.817 3.824 -0.676
C -3.963 2.539 -0.171
H -4.021 -1.490 -1.339
H -5.260 -2.300 1.848
H -7.538 -2.293 2.966
H -9.288 -0.846 2.439
H -8.935 1.155 0.824
H -6.870 1.140 -0.444
H -4.238 0.692 -3.011
H -3.811 3.113 -4.018
H -3.339 4.978 -2.429
H -3.902 4.626 0.038
H -4.277 2.372 0.862
C 5.859 0.126 -1.002
C 5.068 -1.097 -1.506
C 3.559 -1.081 -1.180
C 3.356 -0.851 0.334
C 4.049 0.429 0.785
C 4.976 1.118 -0.225
P 1.493 -0.751 0.947
C 0.736 -2.436 0.307
C 0.122 -2.041 -1.083
C -0.748 -3.129 -1.735
C -0.416 -4.569 -1.263
C 1.065 -4.682 -0.961
C 1.559 -3.717 0.178
C 1.629 -1.067 2.802
C 2.705 -2.075 3.167
C 2.528 -2.547 4.604
C 2.296 -1.335 5.601
C 2.734 0.032 4.935
C 1.838 0.256 3.683
H 6.352 0.713 -1.792
H 6.633 -0.276 -0.319
H 5.505 -2.012 -1.105
H 5.200 -1.253 -2.595
H 3.216 -2.004 -1.602
H 3.086 -0.266 -1.693
H 3.668 -1.757 0.856
H 4.583 0.291 1.743
H 3.298 1.218 1.041
H 5.585 1.865 0.303
H 4.422 1.729 -0.943
H -0.129 -2.595 0.972
H 0.834 -1.585 -1.804
H -0.504 -1.166 -0.810
H -0.622 -3.037 -2.832
H -1.830 -2.881 -1.588
H -0.817 -5.246 -1.982
H -1.158 -4.770 -0.409
H 1.573 -4.427 -1.875
H 1.280 -5.715 -0.651
H 2.667 -3.580 0.033
H 1.534 -4.244 1.179
H 0.626 -1.391 3.129
H 3.709 -1.529 3.116
H 2.737 -2.785 2.354
H 3.383 -3.118 4.932
H 1.676 -3.239 4.709
H 2.876 -1.422 6.535
H 1.204 -1.316 5.839
H 3.731 -0.050 4.512
H 2.597 0.954 5.600
H 2.207 1.100 3.071
H 0.823 0.557 4.028
*
```

Calculated values
Highest occupied orbital energy (alpha / beta), eV: -16.1 / -15.7
Gap between HOMO and LUMO (alpha / beta), eV: 7.2 / 4.2
E_tot, Eh: -7355.722212

***

Computed, not measured: a structure of composition C37H57BN5O3SiW, with wB97M-V/def2-TZVPD.

Geometry as ORCA input:
```
! RIJCOSX wB97M-V def2-TZVPD def2/J DEFGRID3
* xyz 1 3
W -2.130 0.159 -0.009
C 4.619 -0.460 2.709
C 3.801 0.706 3.282
C 4.024 0.757 4.793
C 4.296 2.026 2.672
C 2.329 0.512 2.918
C 1.971 0.414 1.588
C 0.625 0.240 1.241
N 0.064 0.134 0.004
C 0.626 0.032 -1.232
C 1.949 -0.272 -1.561
C 2.329 -0.331 -2.890
C 1.359 -0.075 -3.863
C 0.007 0.193 -3.602
C -0.341 0.213 -2.264
O -1.611 0.375 -1.802
C -0.931 0.405 -4.795
C -0.925 -0.869 -5.654
C -2.383 0.711 -4.414
C -0.406 1.588 -5.623
C 3.770 -0.698 -3.240
C 4.050 -2.123 -2.740
C 4.031 -0.651 -4.745
C 4.727 0.285 -2.551
C -0.360 0.221 2.259
O -1.636 0.103 1.809
C -0.041 0.315 3.606
C 1.318 0.445 3.891
C -1.117 0.291 4.690
C -1.895 -1.033 4.616
C -2.069 1.481 4.490
C -0.509 0.402 6.089
H 5.672 -0.339 2.970
H 4.552 -0.508 1.621
H 4.275 -1.414 3.113
H 5.088 0.885 4.994
H 3.706 -0.166 5.282
H 3.500 1.596 5.254
H 5.347 2.180 2.923
H 3.726 2.872 3.059
H 4.210 2.027 1.584
H 2.721 0.513 0.820
H 2.656 -0.515 -0.784
H 1.659 -0.110 -4.899
H -1.283 -1.726 -5.079
H 0.069 -1.106 -6.034
H -1.586 -0.734 -6.512
H -2.850 -0.117 -3.882
H -2.947 0.877 -5.333
H -2.468 1.610 -3.804
H 0.606 1.419 -5.992
H -0.404 2.505 -5.031
H -1.053 1.743 -6.488
H 3.376 -2.841 -3.211
H 3.927 -2.203 -1.658
H 5.075 -2.408 -2.981
H 3.415 -1.371 -5.288
H 5.074 -0.904 -4.936
H 3.852 0.344 -5.157
H 4.633 0.249 -1.464
H 4.536 1.309 -2.875
H 5.759 0.035 -2.800
H 1.608 0.519 4.927
H -2.400 -1.160 3.660
H -2.651 -1.057 5.402
H -1.224 -1.881 4.769
H -2.586 1.439 3.532
H -1.523 2.425 4.545
H -2.823 1.482 5.279
H 0.165 -0.427 6.308
H -1.313 0.377 6.825
H 0.032 1.341 6.226
B -4.665 2.748 -0.031
N -5.034 1.234 0.168
C -6.281 0.800 0.231
C -6.303 -0.596 0.156
C -4.986 -0.954 0.043
N -4.204 0.162 0.052
N -3.214 3.064 0.447
C -2.824 4.284 0.806
C -1.436 4.345 0.803
C -1.041 3.080 0.417
N -2.120 2.303 0.201
H -5.411 3.381 0.663
H -4.763 3.012 -1.202
H -7.090 1.506 0.316
H -7.163 -1.240 0.186
H -4.520 -1.922 -0.023
H -3.559 5.040 1.023
H -0.814 5.188 1.046
H -0.047 2.682 0.299
C -0.019 -3.249 1.035
Si -1.352 -3.207 -0.269
C -2.640 -4.514 0.032
C -0.635 -3.347 -1.984
O -2.139 -1.732 -0.154
H 0.412 -4.249 1.113
H -0.423 -2.984 2.016
H 0.794 -2.556 0.805
H -2.203 -5.514 -0.014
H -3.429 -4.467 -0.722
H -3.099 -4.398 1.016
H -0.208 -4.342 -2.134
H 0.157 -2.615 -2.160
H -1.409 -3.202 -2.742
*
```

Calculated values
Highest occupied orbital energy (alpha / beta), eV: -10.3 / -11.2
Gap between HOMO and LUMO (alpha / beta), eV: 6.7 / 5.9
E_tot, Eh: -2325.066376

***

Computed, not measured: a cluster of 13 separate species, C37H58ClN16O4P2 in total at a distorted geometry, with wB97M-V/def2-TZVPD.

Geometry as ORCA input:
```
! RIJCOSX wB97M-V def2-TZVPD def2/J DEFGRID3
* xyz 1 1
C -2.269 4.143 0.152
C -3.647 3.732 -0.640
O -4.650 3.114 0.319
C -4.226 5.040 -1.396
O -4.782 4.773 -2.710
C -3.821 4.987 -3.745
O -4.075 5.457 -4.905
C -2.265 4.603 -3.463
C -1.339 5.801 -2.998
C 0.161 5.469 -2.695
P 1.281 6.913 -2.114
N 2.195 6.413 -0.867
N 0.672 4.094 -2.824
C -0.147 2.933 -3.260
C 0.643 1.521 -3.307
C 0.502 0.713 -4.704
N -0.251 -0.575 -4.386
C -1.689 3.106 -3.640
P -2.731 1.649 -4.245
O -2.906 1.940 -5.957
Cl -4.707 1.689 -3.493
H -1.967 3.210 0.769
H -1.468 4.272 -0.684
H -2.394 5.070 0.817
H -3.336 2.878 -1.353
H -4.161 2.442 0.897
H -3.446 5.887 -1.368
H -5.117 5.418 -0.741
H -1.684 6.889 -2.858
H 0.505 8.041 -1.689
H 2.201 7.342 -3.133
H 1.984 5.424 -0.639
H 1.684 3.954 -2.608
H 1.786 1.703 -3.146
H 0.318 0.891 -2.381
H -0.165 1.307 -5.434
H 1.500 0.396 -5.170
H 0.419 -1.266 -3.972
H -0.926 -0.407 -3.606
H -2.141 2.512 -6.234
C -7.732 0.295 0.369
C -6.645 1.332 0.280
N -5.774 2.164 0.208
H -8.410 0.537 1.190
H -8.297 0.268 -0.564
H -7.293 -0.689 0.548
C -0.890 -0.494 1.379
C -1.772 0.685 1.682
N -2.474 1.624 1.921
H 0.149 -0.170 1.288
H -0.962 -1.230 2.183
H -1.202 -0.959 0.442
C 2.398 -3.231 1.333
C 0.988 -3.345 1.869
N -0.133 -3.437 2.298
H 2.601 -4.060 0.652
H 2.520 -2.290 0.794
H 3.114 -3.263 2.159
C 3.170 -3.441 5.798
C 3.967 -3.544 4.527
N 4.601 -3.627 3.517
H 2.131 -3.197 5.566
H 3.202 -4.391 6.334
H 3.585 -2.659 6.434
C 3.974 -2.728 9.928
C 4.775 -3.082 8.704
N 5.412 -3.362 7.731
H 3.887 -3.600 10.579
H 4.468 -1.923 10.475
H 2.974 -2.400 9.636
C -3.215 6.390 -8.080
C -2.398 6.028 -9.290
N -1.749 5.742 -10.251
H -3.297 5.527 -7.415
H -2.738 7.211 -7.541
H -4.217 6.699 -8.386
C 7.765 -4.837 2.698
C 8.571 -5.192 1.479
N 9.213 -5.474 0.510
H 7.675 -5.707 3.350
H 8.256 -4.031 3.247
H 6.767 -4.509 2.402
C -11.271 1.013 -1.725
C -10.910 1.024 -0.264
N -10.623 1.033 0.896
H -10.365 0.950 -2.331
H -11.907 0.153 -1.943
H -11.808 1.928 -1.981
C 10.460 -3.059 -1.425
C 11.897 -2.668 -1.639
N 13.038 -2.357 -1.810
H 10.014 -3.367 -2.373
H 10.402 -3.889 -0.718
H 9.900 -2.211 -1.026
C 4.150 0.693 4.802
C 3.263 0.392 3.625
N 2.559 0.153 2.690
H 4.372 1.761 4.836
H 3.650 0.403 5.728
H 5.086 0.137 4.713
C -11.269 -2.686 2.422
C -10.480 -2.781 1.145
N -9.853 -2.856 0.129
H -12.313 -2.459 2.197
H -11.217 -3.633 2.961
H -10.860 -1.894 3.052
C 10.256 -8.376 4.688
C 9.379 -7.192 4.990
N 8.682 -6.250 5.230
H 11.296 -8.055 4.599
H 10.178 -9.110 5.492
H 9.944 -8.839 3.750
C -0.056 -4.556 -3.160
C 1.032 -3.519 -3.217
N 1.897 -2.695 -3.262
H -0.762 -4.310 -2.365
H -0.589 -4.587 -4.113
H 0.377 -5.538 -2.961
*
```

Calculated values
Highest occupied orbital energy, eV: -7.6
Gap between HOMO and LUMO, eV: 2.9
E_tot, Eh: -3763.625479

***

Computed, not measured: a structure of composition C37H59CrF5N5O4Si2Te3 at a distorted geometry, with wB97M-V/def2-TZVPD.

Geometry as ORCA input:
```
! RIJCOSX wB97M-V def2-TZVPD def2/J DEFGRID3
* xyz 1 3
Cr -0.096 0.782 0.665
N 3.074 -0.174 -0.701
C 3.116 1.081 0.057
C 4.503 1.701 0.218
C 4.547 2.930 1.133
C 3.841 2.780 2.476
N 4.332 1.623 3.222
C 3.618 0.943 4.123
N 2.432 1.369 4.535
N 4.127 -0.167 4.677
C 2.169 2.056 -0.653
O 2.586 2.944 -1.356
O 0.881 1.873 -0.456
H 3.631 -0.882 -0.231
H 3.488 -0.036 -1.618
H 2.686 0.867 1.040
H 4.864 2.021 -0.761
H 5.182 0.913 0.560
H 4.057 3.760 0.623
H 5.583 3.243 1.287
H 2.770 2.646 2.303
H 3.969 3.688 3.070
H 5.267 1.302 3.025
H 1.982 2.126 4.048
H 1.772 0.668 4.879
H 4.939 -0.597 4.266
H 3.500 -0.780 5.178
F 1.052 -0.700 4.549
Te -0.601 -0.498 3.505
F -1.367 -0.134 5.211
F -2.033 0.523 2.560
F -0.080 1.340 3.694
F 0.766 -2.716 2.564
O 0.789 -0.066 1.869
C -1.430 3.808 -5.908
C -1.604 3.508 -4.448
C -2.519 2.559 -4.013
C -2.689 2.274 -2.664
C -3.693 1.234 -2.250
C -1.915 2.975 -1.733
Te -2.320 2.569 0.291
N -1.242 -0.384 -0.087
C -1.694 -1.536 0.206
O -0.984 -2.517 0.748
C -3.124 -1.890 0.007
C -3.480 -3.156 -0.445
C -4.815 -3.464 -0.641
C -5.793 -2.521 -0.357
C -5.440 -1.267 0.121
C -4.104 -0.946 0.297
C -2.358 4.584 0.930
C -3.186 5.407 0.178
C -3.329 6.742 0.524
C -2.647 7.238 1.624
C -1.834 6.402 2.373
C -1.677 5.057 2.048
C -0.787 4.172 2.863
C -0.954 3.916 -2.136
C -0.037 4.674 -1.218
C -0.834 4.165 -3.499
H -2.145 3.257 -6.516
H -0.425 3.540 -6.240
H -1.563 4.872 -6.106
H -3.117 2.023 -4.739
H -4.100 0.730 -3.125
H -4.531 1.672 -1.701
H -3.241 0.471 -1.609
H -2.713 -3.889 -0.642
H -5.097 -4.442 -1.008
H -6.837 -2.768 -0.499
H -6.206 -0.543 0.362
H -3.809 0.017 0.694
H -3.708 5.024 -0.690
H -3.970 7.385 -0.062
H -2.750 8.278 1.903
H -1.311 6.797 3.235
H -0.398 4.701 3.731
H 0.065 3.823 2.265
H -1.305 3.282 3.219
H 0.101 4.180 -0.260
H -0.421 5.678 -1.031
H 0.944 4.753 -1.682
H -0.095 4.888 -3.826
C -1.460 -5.291 2.317
Si -0.308 -5.860 0.962
C -1.172 -6.136 -0.688
C 0.506 -7.470 1.469
C 1.176 -4.687 0.705
Te 1.017 -2.621 0.522
C 0.587 -2.718 -1.572
Si 2.022 -3.357 -2.622
C 3.629 -3.441 -1.619
C 1.592 -5.067 -3.250
C 2.266 -2.168 -4.046
H -2.367 -5.900 2.291
H -1.742 -4.245 2.232
H -0.988 -5.435 3.290
H -2.222 -6.401 -0.552
H -0.694 -6.964 -1.215
H -1.131 -5.274 -1.353
H -0.231 -8.272 1.538
H 0.984 -7.377 2.445
H 1.264 -7.783 0.749
H 1.739 -5.040 -0.163
H 1.815 -4.804 1.584
H 0.366 -1.693 -1.883
H -0.301 -3.332 -1.730
H 3.557 -3.194 -0.557
H 4.368 -2.759 -2.046
H 4.052 -4.447 -1.669
H 1.530 -5.793 -2.435
H 2.348 -5.427 -3.950
H 0.632 -5.067 -3.767
H 2.358 -1.144 -3.678
H 1.419 -2.196 -4.734
H 3.166 -2.402 -4.617
*
```

Calculated values
Highest occupied orbital energy (alpha / beta), eV: -10.6 / -10.7
Gap between HOMO and LUMO (alpha / beta), eV: 5.9 / 7.9
E_tot, Eh: -4946.825884